DFT (ωB97M-V/def2-TZVPD) results for C38H46N11OSSeTeTi as an isolated structure at a distorted geometry.

Geometry as ORCA input:
```
! RIJCOSX wB97M-V def2-TZVPD def2/J DEFGRID3
* xyz 1 1
Ti -1.40 -1.81 0.07
C 3.66 -1.10 2.90
C 2.58 -2.06 3.20
N 2.50 -2.85 4.22
N 1.33 -3.53 4.05
C 0.67 -3.18 2.95
S -0.79 -3.67 2.29
N 1.46 -2.22 2.41
N 1.08 -1.64 1.21
H 4.45 -1.23 3.64
H 3.30 -0.07 2.95
H 4.07 -1.27 1.91
H 1.05 -4.23 4.71
H 1.42 -0.69 1.13
H 1.46 -2.16 0.43
Se -4.83 0.73 -1.14
C -3.20 0.31 -0.72
N -2.10 0.00 -0.39
C -1.50 1.19 2.18
N -1.65 -0.28 2.43
C -0.93 -0.53 3.72
N -1.43 0.27 4.83
C -1.28 1.68 4.49
N -2.01 2.01 3.27
C -3.42 1.68 3.46
N -3.62 0.27 3.79
C -3.09 -0.54 2.70
C -2.85 -0.03 5.00
H -2.03 1.45 1.27
H -0.44 1.39 2.02
H 0.12 -0.29 3.57
H -1.05 -1.57 3.98
H -0.23 1.92 4.36
H -1.67 2.29 5.31
H -3.97 1.91 2.54
H -3.82 2.30 4.27
H -3.66 -0.31 1.80
H -3.21 -1.60 2.95
H -2.96 -1.09 5.24
H -3.24 0.56 5.83
C -4.65 -5.42 -0.53
C -5.07 -4.14 -0.20
C -4.13 -3.21 0.18
N -2.83 -3.51 0.30
C -2.43 -4.76 0.01
C -3.30 -5.73 -0.44
H -5.36 -6.17 -0.86
H -6.11 -3.86 -0.27
H -4.42 -2.18 0.36
H -1.37 -4.95 0.12
H -2.92 -6.71 -0.70
C 5.12 6.46 -1.23
C 4.53 5.08 -1.22
C 4.60 4.27 -0.10
C 4.04 3.00 -0.07
C 4.16 2.19 1.19
C 3.40 2.52 -1.22
Te 2.38 0.66 -1.18
N -0.06 -2.32 -0.99
C -0.86 -2.44 -2.06
O -2.09 -2.18 -1.82
C -0.39 -2.81 -3.39
C -1.32 -2.94 -4.42
C -0.89 -3.27 -5.70
C 0.47 -3.45 -5.94
C 1.40 -3.32 -4.91
C 0.97 -2.99 -3.63
C 0.55 1.38 -1.94
C 0.03 0.69 -3.04
C -1.16 1.09 -3.63
C -1.82 2.20 -3.13
C -1.30 2.89 -2.05
C -0.12 2.49 -1.42
C 0.38 3.30 -0.26
C 3.34 3.30 -2.38
C 2.69 2.84 -3.66
C 3.90 4.57 -2.35
H 5.54 6.72 -0.26
H 4.37 7.21 -1.49
H 5.93 6.53 -1.97
H 5.10 4.64 0.79
H 4.73 2.73 1.94
H 4.67 1.24 1.01
H 3.17 1.96 1.60
H -2.37 -2.78 -4.21
H -1.60 -3.37 -6.50
H 0.81 -3.70 -6.94
H 2.45 -3.46 -5.11
H 1.67 -2.87 -2.82
H 0.58 -0.14 -3.46
H -1.55 0.54 -4.48
H -2.75 2.53 -3.58
H -1.83 3.75 -1.66
H -0.44 3.79 0.25
H 1.09 4.07 -0.59
H 0.91 2.67 0.46
H 2.80 1.77 -3.81
H 3.12 3.36 -4.51
H 1.61 3.06 -3.65
H 3.86 5.18 -3.25
*
```

Values from the calculation:
- Relative energy (zero: lowest compared OMol25 entry of this formula, charge and spin): 1.452 eV
- DFT total energy: -6070.14710 hartree
- Lowest unoccupied orbital energy: -0.1264 Eh
- HOMO energy: -9.984 eV